Entry from the OMol25 dataset: 12 unconnected molecules or ions with the total composition C32H82N10O16 in a non-equilibrium geometry (ωB97M-V/def2-TZVPD).

Output
Energy relative to the best compared isomer or geometry (same formula, charge and spin) (kcal per mole): 0.0
Charge: +8
DFT total energy (eV): -82078.0739
LUMO (eV): -12.43
HOMO-LUMO gap (eV): 2.72

```
140
Properties=species:S:1:pos:R:3:forces:R:3:mulliken_charge:R:1
C 12.3533 -10.6282 -7.6153 0.022 1.369 -0.727 -1.044
C 12.0586 -9.1152 -7.3927 -4.454 -2.144 -0.578 0.585
O 10.8794 -8.6894 -7.5066 6.307 -0.516 0.753 -0.440
N 13.2583 -8.3193 -6.8160 -2.046 0.707 -1.088 -0.143
H 13.3623 -8.5997 -5.8513 -0.205 -0.106 0.694 0.392
H 14.1718 -8.4875 -7.2126 0.211 -0.776 -0.708 0.398
C 13.0050 -6.8472 -6.9458 -0.356 0.330 1.509 -0.804
H 12.5292 -11.1469 -6.6730 -0.347 0.042 0.120 0.350
H 13.2210 -10.8413 -8.2396 0.328 0.443 0.084 0.386
H 11.5106 -10.9998 -8.1983 -0.113 -0.176 0.600 0.304
H 13.6186 -6.4622 -7.7603 0.018 0.270 0.571 0.330
H 13.1570 -6.5407 -5.9109 0.851 1.117 -0.499 0.373
H 11.9474 -6.6124 -7.0658 0.046 -0.583 -0.540 0.313
C 6.0501 -4.2274 -11.2407 0.950 0.745 -0.178 -1.003
C 6.9954 -3.7564 -12.3411 -1.820 -2.822 -5.667 0.556
O 6.9799 -4.3646 -13.4590 1.114 3.729 5.447 -0.439
N 7.8288 -2.4128 -12.1885 -0.361 -3.023 0.196 -0.174
H 7.8412 -2.2234 -11.1965 -0.421 0.722 0.488 0.372
H 8.8030 -2.6321 -12.3396 0.570 -0.165 -0.943 0.372
C 7.2614 -1.3078 -13.0132 0.009 0.019 0.530 -0.715
H 5.1738 -3.6087 -11.0469 0.307 0.706 -0.210 0.342
H 6.6499 -4.2438 -10.3307 -0.358 -0.578 0.321 0.374
H 5.6086 -5.1610 -11.5894 0.639 -0.177 0.301 0.306
H 8.0581 -0.5679 -13.0903 -0.526 0.371 0.146 0.365
H 6.4051 -1.0776 -12.3794 -0.092 1.041 -0.733 0.336
H 6.9740 -1.6427 -14.0099 0.101 -0.253 0.254 0.308
C 3.5454 -13.0899 -10.9765 -0.514 -0.725 0.771 -1.123
C 4.3029 -12.4319 -12.0461 -3.481 3.965 -3.656 0.635
O 3.7825 -11.5086 -12.7701 3.849 -4.662 3.357 -0.466
N 5.7037 -12.9866 -12.3145 0.135 2.755 -0.895 -0.218
H 6.0705 -13.3728 -11.4564 0.323 -0.155 0.471 0.416
H 5.6388 -13.7502 -12.9724 -0.194 -0.546 -0.595 0.396
C 6.7048 -11.8811 -12.9240 -0.697 -1.070 1.196 -0.750
H 3.1320 -14.0663 -11.2295 0.473 -0.370 -0.748 0.358
H 2.6101 -12.5680 -10.7742 0.490 0.550 0.191 0.319
H 4.1334 -13.3174 -10.0873 0.029 0.368 0.189 0.396
H 7.6416 -12.4218 -13.0587 -0.197 0.143 -0.430 0.359
H 6.8522 -11.1255 -12.1523 -0.213 -0.158 0.008 0.344
H 6.2488 -11.4259 -13.8032 0.079 -0.494 0.066 0.326
C 11.0141 -20.1095 -12.8171 0.991 -0.632 1.355 -0.864
C 11.2343 -19.0456 -11.7354 -0.949 3.756 -3.037 0.461
O 11.0719 -17.8407 -11.9524 0.753 -3.853 1.716 -0.446
N 11.7670 -19.4821 -10.3738 1.372 0.121 -0.582 -0.135
H 11.4973 -18.7545 -9.7273 -0.408 0.357 0.476 0.382
H 11.3259 -20.3512 -10.1089 -0.115 -0.499 0.281 0.392
C 13.3162 -19.5669 -10.2503 0.553 0.559 -0.070 -0.796
H 11.4755 -19.8581 -13.7721 0.152 0.480 0.288 0.311
H 9.9903 -20.3945 -13.0595 -0.194 0.377 0.543 0.316
H 11.5277 -20.9863 -12.4226 -0.118 -0.447 -0.417 0.312
H 13.7153 -18.5659 -10.4141 -0.348 0.017 -0.323 0.352
H 13.8240 -20.2561 -10.9251 -0.765 -0.082 -0.286 0.348
H 13.6668 -19.8159 -9.2487 -0.864 -0.248 0.197 0.367
C 8.2894 -13.1089 -22.6409 0.439 -0.063 0.329 -1.122
C 8.3891 -13.7098 -21.2382 0.216 4.353 2.366 0.597
O 8.5517 -12.9555 -20.2492 -0.726 -4.347 -3.576 -0.454
N 8.3039 -15.2501 -21.1122 1.887 2.011 1.259 -0.113
H 7.4925 -15.5124 -20.5710 -0.853 -0.191 -0.248 0.392
H 8.3202 -15.5449 -22.0781 -0.319 -0.960 -0.142 0.367
C 9.5171 -15.7222 -20.2779 -0.015 -0.389 -0.390 -0.806
H 7.3130 -13.1785 -23.1205 -0.219 -0.184 0.349 0.367
H 8.9956 -13.4974 -23.3748 0.172 -0.515 0.195 0.409
H 8.5666 -12.0610 -22.5263 -0.263 -0.071 0.090 0.319
H 9.7711 -14.9476 -19.5544 -0.253 -0.031 -0.207 0.332
H 10.3510 -15.9064 -20.9552 -0.132 0.068 0.059 0.338
H 9.2417 -16.6427 -19.7630 -0.037 0.096 -0.186 0.373
C 1.5006 -9.3625 -19.7940 0.011 0.155 0.443 -0.853
C 1.8950 -8.0691 -20.4103 2.617 -0.507 -2.502 0.496
O 2.7446 -7.9276 -21.2642 -2.126 0.339 2.225 -0.387
N 1.0369 -6.9145 -19.9722 -1.454 -0.242 -1.895 -0.170
H 0.1947 -7.4005 -19.6989 -0.436 0.098 0.721 0.387
H 1.3248 -6.3364 -19.1957 0.637 0.137 0.208 0.335
C 0.5189 -6.0428 -21.1468 1.472 0.670 0.854 -0.813
H 2.3566 -9.6597 -19.1881 -0.022 -0.356 -0.024 0.284
H 1.3123 -10.1013 -20.5729 0.128 0.002 0.052 0.306
H 0.6332 -9.2662 -19.1409 0.011 -0.187 -0.032 0.333
H 1.3872 -5.6004 -21.6351 -0.026 -0.129 0.028 0.364
H 0.0184 -5.2601 -20.5769 -0.658 -0.033 -0.830 0.360
H -0.0241 -6.6473 -21.8734 -0.267 0.104 0.472 0.357
C -0.1739 -7.6336 -5.6224 -0.282 0.788 -0.012 -0.967
C -0.5942 -6.8370 -6.8366 2.707 -3.005 -5.168 0.564
O -0.2508 -7.2425 -8.0057 -2.489 2.978 5.762 -0.462
N -1.2892 -5.4800 -6.6505 -0.473 -0.416 -2.083 -0.156
H -2.1159 -5.5926 -6.0813 -0.145 -0.210 0.835 0.400
H -0.6559 -4.8490 -6.1806 0.307 0.394 0.362 0.385
C -1.8625 -4.8704 -7.9620 -0.519 -1.080 -0.012 -0.759
H 0.7762 -8.0974 -5.8870 -0.028 0.164 0.128 0.308
H -0.8575 -8.4469 -5.3788 -0.309 0.094 -0.236 0.309
H -0.0965 -7.0120 -4.7303 0.145 -0.020 0.028 0.376
H -2.0319 -5.7312 -8.6089 0.558 0.146 -0.191 0.319
H -1.2373 -4.1123 -8.4337 0.027 -0.221 0.442 0.311
H -2.8848 -4.5486 -7.7634 0.352 0.609 0.375 0.371
C 2.7936 -21.3393 -9.9488 -0.887 -1.106 0.749 -0.902
C 2.0640 -22.6819 -10.3368 2.317 0.616 -2.461 0.449
O 2.3602 -23.3294 -11.3001 -1.333 0.596 2.264 -0.339
N 0.9174 -23.0971 -9.3767 -0.141 0.475 0.772 -0.214
H 0.6220 -22.2439 -8.9242 0.619 0.700 0.776 0.371
H 0.0228 -23.2213 -9.8288 -0.158 -1.432 -1.141 0.382
C 1.2123 -24.1090 -8.2464 0.241 0.425 -0.321 -0.704
H 2.3974 -20.4546 -10.4471 -0.511 -0.278 -0.113 0.302
H 3.8588 -21.3250 -10.1799 -0.161 -0.669 -0.126 0.323
H 2.6695 -21.2306 -8.8714 0.161 0.349 0.076 0.328
H 2.1038 -23.7316 -7.7456 -0.018 -0.140 -0.065 0.315
H 1.3841 -25.1155 -8.6280 -0.125 0.282 -0.230 0.337
H 0.3787 -24.0784 -7.5447 -0.020 -0.069 -0.244 0.353
C 1.2778 -17.3949 -3.2585 -0.912 0.297 0.936 -1.006
C 1.3284 -18.7283 -2.5601 -0.179 -0.809 -2.451 0.526
O 1.3950 -19.7552 -3.1851 -0.086 1.182 2.235 -0.425
N 1.1499 -18.7058 -1.0375 2.186 -0.163 -0.435 -0.246
H 0.8915 -17.8120 -0.6446 0.192 0.843 -0.356 0.389
H 0.4444 -19.3001 -0.6262 -0.221 -1.128 -0.437 0.378
C 2.5998 -19.0921 -0.4215 -2.238 0.403 -0.235 -0.725
H 1.7569 -16.5303 -2.7991 0.513 -0.344 0.049 0.359
H 0.2244 -17.1654 -3.0981 -0.482 0.279 -0.246 0.363
H 1.4217 -17.4546 -4.3373 0.368 -0.290 0.371 0.316
H 2.8181 -20.0874 -0.8087 -0.046 0.082 0.433 0.354
H 2.2818 -18.9951 0.6165 1.197 -0.457 0.203 0.375
H 3.3252 -18.3543 -0.7644 -0.224 0.015 0.166 0.343
C -4.7585 -11.4893 -11.8670 -1.082 -0.336 -0.106 -1.082
C -5.9320 -12.3919 -12.2551 -0.214 -2.838 -5.136 0.624
O -6.2012 -12.9285 -13.3792 1.215 3.118 6.595 -0.391
N -6.7492 -12.7790 -10.9957 -0.691 0.149 -1.278 -0.199
H -6.0825 -13.1127 -10.3144 0.168 -0.006 0.460 0.403
H -7.1664 -11.9135 -10.6844 -0.011 0.530 0.583 0.381
C -7.8663 -13.7711 -11.1628 0.587 -0.906 -0.473 -0.803
H -5.1180 -10.5075 -11.5590 -0.248 0.358 -0.732 0.358
H -4.0555 -11.4664 -12.6997 -0.063 0.176 0.293 0.310
H -4.3236 -11.7760 -10.9095 0.339 -0.744 -0.232 0.358
H -7.3874 -14.6403 -11.6138 -0.342 -0.006 -0.197 0.363
H -8.6361 -13.3706 -11.8224 0.135 -0.001 0.212 0.336
H -8.2295 -14.0810 -10.1830 -0.113 0.421 -0.058 0.342
O 6.8591 -17.3316 -5.3828 -3.834 -2.791 3.061 -0.421
C 7.6797 -16.8896 -6.2298 3.545 5.726 -4.089 0.660
O 7.3336 -16.1165 -7.1388 -2.456 0.107 -1.935 -0.807
O 8.8754 -16.9659 -5.9503 2.788 -2.129 1.065 -0.756
H 7.5589 -17.7389 -4.8671 -0.185 -0.781 1.501 0.326
O 2.4573 -17.2190 -16.3263 -0.859 0.674 2.218 -0.493
C 3.5843 -17.2116 -17.0343 5.851 0.987 0.059 0.669
O 3.4034 -17.4269 -18.2085 -1.121 -0.679 -3.740 -0.694
O 4.7645 -16.9255 -16.6071 -1.782 -0.116 1.773 -0.812
H 1.9837 -17.1303 -17.1566 -1.829 -0.424 -0.069 0.336
```
Positions in Å, forces in eV/Å.